1.
The following is a DFT calculation (wB97M-V/def2-TZVPD) of 2 unconnected molecules or ions with the total composition C10H21N2O at a distorted geometry.

Each atom is followed by the atoms it is bonded to, with distances in Å.
Element x y z (Å)
1 C -2.352 1.029 -0.930  C10 1.425, O13 1.161
2 C 1.363 -0.461 -0.325  N11 1.321, N12 1.337
3 C 1.641 2.330 -2.389  C8 1.631, H14 1.138, H15 1.104, H16 1.063
4 C 2.771 -1.071 2.611  C9 1.547, H17 1.120, H18 1.071, H19 1.152
5 C -2.428 -1.407 -1.227  C10 1.544, H20 1.168, H21 1.153, H22 1.071
6 C -1.785 -0.420 0.999  C10 1.501, H23 1.072, H24 1.068, H25 1.067
7 C -4.108 0.116 0.254  C10 1.653, H26 1.015, H27 1.088, H28 1.034
8 C 1.101 1.903 -0.911  C3 1.631, N11 1.419, H29 1.175, H30 1.006
9 C 3.262 -1.269 1.157  C4 1.547, N12 1.500, H31 1.106, H32 1.123
10 C -2.572 -0.211 -0.262  C1 1.425, C5 1.544, C6 1.501, C7 1.653
11 N 1.844 0.748 -0.554  C2 1.321, C8 1.419, H33 1.012
12 N 2.042 -1.428 0.300  C2 1.337, C9 1.500, H34 1.091
13 O -2.436 1.914 -1.678  C1 1.161
14 H 1.475 3.410 -2.707  C3 1.138
15 H 2.731 2.157 -2.333  C3 1.104
16 H 1.197 1.585 -3.003  C3 1.063
17 H 3.378 -1.548 3.422  C4 1.120
18 H 2.657 -0.033 2.849  C4 1.071
19 H 1.688 -1.444 2.728  C4 1.152
20 H -1.294 -1.593 -1.438  C5 1.168
21 H -2.755 -2.367 -0.677  C5 1.153
22 H -2.984 -1.356 -2.141  C5 1.071
23 H -1.663 0.366 1.718  C6 1.072
24 H -2.153 -1.292 1.493  C6 1.068
25 H -0.747 -0.564 0.797  C6 1.067
26 H -4.657 0.814 -0.236  C7 1.015
27 H -4.085 0.637 1.209  C7 1.088
28 H -4.616 -0.778 0.367  C7 1.034
29 H 1.205 2.746 -0.099  C8 1.175
30 H 0.126 1.665 -0.838  C8 1.006
31 H 3.829 -2.215 1.236  C9 1.106
32 H 3.827 -0.394 0.737  C9 1.123
33 H 2.845 0.850 -0.667  N11 1.012
34 H 1.654 -2.420 0.536  N12 1.091

Its net charge is +1. As for the molecular weight: 185.29 g mol⁻¹. The calculation puts the total energy at -577.96195 Ha. The energy above the lowest of the compared OMol25 structures with the same formula, charge and spin comes out at 258.4 kJ/mol. For the HOMO-LUMO gap, the calculation gives 5.7 eV.

2.
The following is a DFT calculation (wB97M-V/def2-TZVPD) of 3 unconnected molecules or ions with the total composition C4H8O3 at a distorted geometry.

Each atom is followed by the atoms it is bonded to, with distances in Å.
Element x y z (Å)
1 C 0.025 0.189 -1.579  C2 1.494, H8 1.094, H9 1.092, H10 1.095
2 C -0.312 -0.713 -0.436  C1 1.494, O3 1.372, C4 1.336
3 O -1.609 -1.155 -0.491  C2 1.372, H12 0.966
4 C 0.522 -1.086 0.538  C2 1.336, O5 1.377, H13 1.093
5 O 1.870 -0.814 0.470  C4 1.377, H14 0.966
6 C 0.834 1.997 1.456  O7 1.138
7 O 1.825 1.644 1.890  C6 1.138
8 H -0.851 0.798 -1.822  C1 1.094
9 H 0.861 0.844 -1.325  C1 1.092
10 H 0.293 -0.384 -2.473  C1 1.095
11 H -2.215 1.077 0.316  H15 0.744
12 H -1.721 -1.870 0.150  O3 0.966
13 H 0.180 -1.699 1.375  C4 1.093
14 H 2.171 -0.501 1.332  O5 0.966
15 H -1.874 1.674 0.600  H11 0.744

As for the molecular weight: 104.10 g mol⁻¹. The calculation puts the total energy at -382.85581 Ha. The energy above the lowest of the compared OMol25 structures with the same formula, charge and spin comes out at 286.2 kJ/mol. For the HOMO-LUMO gap, the calculation gives 9.2 eV.

3.
The following is a DFT calculation (wB97M-V/def2-TZVPD) of C20H23N3O3 in the gas phase at a distorted geometry.

Each atom is followed by the atoms it is bonded to, with distances in Å.
Element x y z (Å)
1 O -1.540 -3.701 1.267  C5 1.228
2 N -0.350 -1.178 1.230  C6 1.330, N20 1.389
3 O 2.326 4.422 1.394  C14 1.412, C21 1.455
4 O 0.096 5.182 2.981  C15 1.365, C22 1.466
5 C -0.620 -3.503 0.479  O1 1.228, N20 1.412, C23 1.530
6 C 0.371 -0.113 0.893  N2 1.330, C16 1.475, C24 1.522
7 C -0.786 -1.720 -4.598  C8 1.398, C9 1.423, H27 1.074
8 C -1.780 -1.657 -3.618  C7 1.398, C12 1.415, H28 1.080
9 C 0.169 -2.774 -4.588  C7 1.423, C13 1.390, H29 1.097
10 C 1.298 2.251 1.149  C14 1.424, C16 1.442, H30 1.062
11 C -0.915 2.987 2.638  C15 1.411, C17 1.393, H31 1.086
12 C -1.864 -2.653 -2.616  C8 1.415, C18 1.428, H32 1.088
13 C 0.074 -3.755 -3.607  C9 1.390, C18 1.400, H33 1.080
14 C 1.215 3.586 1.639  O3 1.412, C10 1.424, C15 1.403
15 C 0.131 3.917 2.467  O4 1.365, C11 1.411, C14 1.403
16 C 0.276 1.267 1.404  C6 1.475, C10 1.442, C17 1.425
17 C -0.877 1.692 2.125  C11 1.393, C16 1.425, N19 1.406
18 C -0.908 -3.713 -2.610  C12 1.428, C13 1.400, C25 1.525
19 N -1.959 0.814 2.310  C17 1.406, H34 1.030, H35 1.027
20 N -0.025 -2.227 0.378  N2 1.389, C5 1.412, C26 1.460
21 C 2.072 5.481 0.429  O3 1.455, H36 1.076, H37 1.067, H38 1.095
22 C 0.139 5.186 4.446  O4 1.466, H39 1.097, H40 1.098, H41 1.130
23 C -0.160 -4.673 -0.392  C5 1.530, C25 1.507, H42 1.102, H43 1.070
24 C 1.307 -0.422 -0.266  C6 1.522, C26 1.517, H44 1.106, H45 1.092
25 C -1.071 -4.827 -1.582  C18 1.525, C23 1.507, H46 1.100, H47 1.088
26 C 1.053 -1.891 -0.547  N20 1.460, C24 1.517, H48 1.092, H49 1.075
27 H -0.727 -0.954 -5.350  C7 1.074
28 H -2.487 -0.840 -3.654  C8 1.080
29 H 0.983 -2.782 -5.324  C9 1.097
30 H 2.158 2.029 0.567  C10 1.062
31 H -1.781 3.329 3.198  C11 1.086
32 H -2.604 -2.550 -1.825  C12 1.088
33 H 0.818 -4.538 -3.609  C13 1.080
34 H -1.760 -0.173 2.091  N19 1.030
35 H -2.594 1.024 3.090  N19 1.027
36 H 1.152 6.005 0.627  C21 1.076
37 H 2.909 6.141 0.423  C21 1.067
38 H 1.983 5.103 -0.595  C21 1.095
39 H -0.771 4.754 4.880  C22 1.097
40 H 0.160 6.243 4.743  C22 1.098
41 H 1.012 4.607 4.872  C22 1.130
42 H -0.160 -5.589 0.221  C23 1.102
43 H 0.839 -4.529 -0.750  C23 1.070
44 H 2.363 -0.217 -0.009  C24 1.106
45 H 1.000 0.152 -1.143  C24 1.092
46 H -2.125 -4.878 -1.271  C25 1.100
47 H -0.803 -5.763 -2.069  C25 1.088
48 H 0.825 -2.090 -1.596  C26 1.092
49 H 1.937 -2.461 -0.324  C26 1.075

As for the molecular weight: 353.42 g mol⁻¹. The calculation puts the total energy at -1165.85146 Ha. The energy above the lowest of the compared OMol25 structures with the same formula, charge and spin comes out at 358.9 kJ/mol. Its SMILES is COc1cc(N)c(C2=NN(C(=O)CCc3ccccc3)CC2)cc1OC. For the HOMO-LUMO gap, the calculation gives 8.0 eV.

4.
The following is a DFT calculation (wB97M-V/def2-TZVPD) of 12 unconnected molecules or ions with the total composition H24O12 at a distorted geometry.

Each atom is followed by the atoms it is bonded to, with distances in Å.
Element x y z (Å)
1 H 0.101 0.422 -0.377  O25 0.964
2 H -0.159 0.139 1.093  O25 0.964
3 H 0.594 -3.308 0.445  O26 0.964
4 H 1.917 -2.728 0.917  O26 0.964
5 H -1.620 -1.989 1.090  O27 0.964
6 H -2.478 -2.289 2.308  O27 0.964
7 H 0.086 1.493 2.140  O28 0.964
8 H -1.232 1.325 2.878  O28 0.964
9 H -0.069 4.041 1.000  O29 0.964
10 H 0.611 4.589 -0.244  O29 0.964
11 H -2.980 2.485 0.062  O30 0.964
12 H -2.205 1.188 -0.098  O30 0.964
13 H 4.454 0.970 1.473  O31 0.964
14 H 4.100 -0.080 0.433  O31 0.964
15 H 0.528 3.222 -2.067  O32 0.964
16 H -0.091 2.653 -0.801  O32 0.964
17 H -3.650 0.402 -1.532  O33 0.964
18 H -2.514 -0.557 -1.848  O33 0.964
19 H -3.486 -3.423 -0.324  O34 0.964
20 H -3.488 -1.921 -0.560  O34 0.964
21 H 1.297 0.671 -2.188  O35 0.964
22 H 2.056 -0.335 -3.037  O35 0.964
23 H 3.276 -4.083 -0.740  O36 0.964
24 H 4.214 -2.897 -0.581  O36 0.964
25 O 0.377 -0.151 0.347  H1 0.964, H2 0.964
26 O 1.377 -2.845 0.127  H3 0.964, H4 0.964
27 O -1.915 -1.607 1.924  H5 0.964, H6 0.964
28 O -0.408 0.866 2.681  H7 0.964, H8 0.964
29 O 0.516 4.747 0.702  H9 0.964, H10 0.964
30 O -2.911 1.706 -0.501  H11 0.964, H12 0.964
31 O 4.626 0.054 1.230  H13 0.964, H14 0.964
32 O 0.760 2.842 -1.212  H15 0.964, H16 0.964
33 O -3.069 -0.248 -1.123  H17 0.964, H18 0.964
34 O -4.074 -2.686 -0.527  H19 0.964, H20 0.964
35 O 2.180 0.464 -2.512  H21 0.964, H22 0.964
36 O 3.279 -3.133 -0.577  H23 0.964, H24 0.964

As for the molecular weight: 216.18 g mol⁻¹. The calculation puts the total energy at -917.14381 Ha. The energy above the lowest of the compared OMol25 structures with the same formula, charge and spin comes out at 476.7 kJ/mol. Its SMILES is O.O.O.O.O.O.O.O.O.O.O.O. For the HOMO-LUMO gap, the calculation gives 9.5 eV.

Q: The highest molecular weight belongs to which entry?
A: C20H23N3O3

Q: Which of these has the lowest molecular weight?
A: C4H8O3